12
Properties=species:S:1:pos:R:3:mulliken_charge:R:1 method="wB97M-V/def2-TZVPD" spin_multiplicity=1 lumo_energy_ev="3.655 / 3.978" total_charge=-1 energy_ev=-24120.9678 homo_ev="-3.342 / -3.529" relative_energy_kcal_mol=172.09
S -1.3153 1.2797 -0.2604 0.6870
O -2.2806 2.3564 -0.2178 -0.6358
O -1.5037 0.3652 1.1846 -0.2049
O 0.1651 2.0582 0.3039 -0.2595
O -2.3628 -0.3424 -0.5364 -0.3431
N -1.6120 -0.7710 0.4422 -0.0186
N 1.1378 1.0782 0.2332 -0.4126
C 0.7138 -0.0779 -0.1682 0.3216
C 1.6407 -1.2191 -0.2331 -0.8260
H 1.0741 -2.0591 -0.8901 0.2104
H 2.7126 -1.0982 -0.6563 0.3005
H 1.6302 -1.5699 0.7983 0.1809